1) Molecular formula: C2H6N2OS
Method: DFT, the ωB97M-V functional and the def2-TZVPD basis

```
12
C2H6N2OS (the ωB97M-V functional and the def2-TZVPD basis)
N -2.18 0.13 -0.52
H -0.93 -1.49 0.04
N 1.46 -0.41 0.12
C -1.07 -0.39 0.25
H 1.23 -1.35 -0.05
H -1.42 -0.31 1.32
S 2.95 0.14 -0.35
H 3.41 0.56 0.88
H -2.25 1.15 -0.38
H -1.90 -0.01 -1.53
C 0.31 0.39 0.14
O 0.38 1.59 0.09
```

## Properties
Spin multiplicity ... 1
SMILES string ... NCC(=O)NS
LUMO energy ... 0.6264 eV


2) Molecular formula: C2H6N2OS
Method: DFT, the ωB97M-V functional and the def2-TZVPD basis

```
12
C2H6N2OS (the ωB97M-V functional and the def2-TZVPD basis)
H -0.74 0.55 -1.95
C 0.40 -1.01 0.51
S 1.80 -0.24 -0.39
O -1.22 0.56 1.27
H 0.79 -1.08 1.61
N 0.76 1.19 -0.71
H -1.57 -0.84 -0.12
C -0.83 -0.16 0.13
H 0.48 -2.05 0.25
H -0.47 0.68 1.93
N -0.46 0.68 -1.00
H 1.06 1.74 -1.52
```

## Properties
Spin multiplicity ... 1
SMILES string ... O[C@@H]1CSNN1
LUMO energy ... 0.7810 eV


3) Molecular formula: C2H6N2OS
Method: DFT, the ωB97M-V functional and the def2-TZVPD basis

```
12
C2H6N2OS (the ωB97M-V functional and the def2-TZVPD basis)
H -2.57 -1.02 -0.94
H 3.81 0.74 0.91
H 0.98 1.62 0.02
C -2.53 -0.30 -0.16
N 1.98 -0.36 0.11
H 1.82 -1.29 0.41
N -0.23 -0.24 -0.10
H -3.28 0.47 -0.54
S 3.46 -0.01 -0.30
C 0.80 0.46 -0.07
H -2.79 -0.60 0.80
O -1.43 0.52 -0.13
```

## Properties
Spin multiplicity ... 1
SMILES string ... CO/N=C/NS
LUMO energy ... 0.9197 eV


4) Molecular formula: C2H6N2OS
Method: DFT, the ωB97M-V functional and the def2-TZVPD basis

```
12
C2H6N2OS (the ωB97M-V functional and the def2-TZVPD basis)
C -1.14 1.11 -0.07
H -1.40 1.89 0.73
C 0.42 0.58 0.12
S -2.48 -0.39 -0.20
H -0.14 -1.23 -0.49
O 1.32 1.56 -0.13
H 2.25 -1.93 0.76
N 1.80 -1.31 -0.32
H -2.51 -0.65 1.19
H -0.90 1.29 -1.19
H 2.20 -0.17 -0.57
N 0.59 -0.74 0.17
```

## Properties
Spin multiplicity ... 1
LUMO energy ... 0.3822 eV


Which structure is most stable? 1), by 49.2 kcal/mol over the runner-up.


1) Molecular formula: C36H102N6O12
Method: DFT, the ωB97M-V functional and the def2-TZVPD basis

```
156
C36H102N6O12 (the ωB97M-V functional and the def2-TZVPD basis)
H -2.09 -1.56 1.66
H -2.36 -7.10 -1.12
C 1.13 2.52 -5.34
H -2.72 -1.41 4.10
C -2.52 2.20 2.72
O -1.41 1.89 3.59
C -4.46 -2.61 3.33
H 4.34 -5.47 -2.72
H -0.76 0.48 6.93
C -1.89 -0.10 -4.02
H 1.35 -0.40 -4.45
H 1.06 1.48 -0.83
C 1.92 2.77 -4.07
H 0.73 0.79 -7.33
O 0.78 1.10 -5.31
C -1.50 4.10 -2.60
H -0.95 3.21 -2.30
C -2.67 2.20 7.08
H 1.40 -3.41 9.08
H -2.80 3.25 2.62
H 1.37 2.41 -3.20
C 2.31 4.26 -3.99
C -1.48 2.43 4.87
C -2.90 -6.64 -1.95
O -2.60 -0.60 -1.73
C 5.37 0.99 -1.49
H -0.08 -3.28 8.13
H 2.81 -2.86 4.45
H -1.81 2.45 7.69
C 1.24 -0.94 3.64
H -1.09 4.54 -3.51
H 1.18 4.51 -0.10
H -0.07 -1.79 5.99
N -0.11 5.62 -1.24
C -3.22 -1.72 3.18
H -2.84 -4.10 -1.62
H 0.89 -3.13 5.43
H 3.82 -0.67 1.39
H 1.01 -1.45 -3.33
H 2.20 -2.32 0.46
H 1.13 -1.83 3.03
H -1.92 3.43 4.91
H -3.70 -2.61 0.71
H 0.11 -0.53 -6.37
H 2.00 -0.30 3.17
H -5.27 4.92 0.23
H 2.01 1.83 1.86
H -0.83 0.95 0.47
H -1.99 -2.04 -3.13
C -3.56 -4.61 -0.98
H -3.61 -1.46 -3.38
C 0.67 0.47 -0.94
N -4.24 -2.46 -0.13
H 5.95 0.23 -0.97
H -2.34 0.89 -3.97
H -0.81 -0.06 -3.88
H 3.80 -2.27 2.23
H -3.39 1.58 2.92
H -3.63 -0.80 2.76
C -5.65 -3.39 -1.95
H -5.16 -2.24 4.09
H 2.90 4.61 -4.83
C 4.03 -1.73 1.31
C 0.96 -2.15 5.90
H -3.10 -4.76 0.00
H 5.85 -1.50 1.86
C 1.89 -1.26 4.98
H -5.03 -2.73 2.41
H -2.51 3.79 -2.88
H 3.96 -2.58 -5.84
H -5.45 -4.04 0.08
O -2.32 -2.27 2.28
H 4.97 2.05 0.27
N -1.44 0.35 6.20
C -2.25 1.46 5.86
O 5.40 -1.86 1.10
H 2.88 4.51 -3.09
N 3.11 1.91 -4.11
H -3.17 1.44 7.69
H 4.81 0.53 -2.30
H 4.17 -1.24 -4.71
H 0.47 0.08 1.24
C 2.82 -3.25 -3.48
N 1.80 -1.04 -3.81
C 3.54 -5.57 -3.46
H -3.71 -1.94 -0.82
C -4.24 5.23 0.06
C -1.97 4.59 -0.01
H -1.37 3.70 0.16
H 3.66 -3.17 -0.23
C 4.40 1.76 -0.61
H -0.84 1.04 -6.50
H 2.67 -6.06 -3.03
H 3.09 3.11 -0.71
H 2.12 -3.54 -2.70
H 3.23 -1.48 -0.66
H -5.03 -3.02 -2.77
H 3.45 -2.17 5.69
H 2.25 2.73 3.34
N 3.12 -1.95 4.76
H 3.54 2.07 -3.22
H 0.44 3.73 1.92
O 3.75 2.76 -1.32
C -2.61 -1.14 -3.10
H -3.35 3.04 6.99
O 1.52 -2.30 7.22
H 3.73 -2.84 -3.05
H 2.14 -0.30 5.43
H 2.97 -1.11 -6.12
H 1.50 -2.53 -5.12
H -3.20 1.12 5.44
H 1.20 -4.33 7.59
H -6.11 -4.29 -2.35
O -3.95 -5.81 -1.60
C 2.33 -2.19 -4.49
C -1.44 5.12 -1.41
H -3.32 -7.57 -2.34
H 1.40 4.86 -4.03
H 6.07 1.73 -1.89
O -3.34 4.17 -0.03
C -0.10 0.16 0.31
H -0.95 0.09 5.36
H 1.72 4.83 2.22
H -2.25 -6.20 -2.71
O -0.84 -1.02 0.14
C 3.23 -2.23 0.12
H -3.13 0.20 -1.73
H -1.95 -0.35 -5.08
H 1.58 2.81 -6.29
H 0.12 6.01 -2.14
H -0.46 2.61 5.22
H 0.20 3.09 -5.30
C 1.49 3.90 1.70
H 0.36 -0.31 3.79
O 3.19 -4.40 -4.19
H -1.67 5.33 0.73
H -1.33 -0.96 -0.68
H 2.76 0.98 -3.92
H 1.59 -0.12 -0.99
H 0.14 0.51 -1.89
H -0.07 6.41 -0.60
H -4.02 5.80 0.96
C 1.01 -3.36 8.06
C 0.13 0.56 -6.45
H -4.30 5.82 -0.85
H 3.62 1.07 -0.32
H -1.99 6.03 -1.68
C 2.35 2.78 2.26
O 1.82 3.94 0.34
H -2.14 1.93 1.73
H -4.21 -3.54 3.83
C -4.76 -3.67 -0.68
H 3.42 2.92 2.09
H 3.88 -6.34 -4.16
C 3.45 -1.73 -5.37
H -6.46 -2.68 -1.77
```

## Properties
Spin multiplicity ... 1
SMILES string ... COC[C@H](C)N.COC[C@H](C)N.COC[C@H](C)N.COC[C@H](C)N.COC[C@H](C)N.COC[C@H](C)N.CCO.CCO.CCO.CCO.CCO.CCO
LUMO energy ... 0.3112 eV


2) Molecular formula: C36H102N6O12
Method: DFT, the ωB97M-V functional and the def2-TZVPD basis

```
156
C36H102N6O12 (the ωB97M-V functional and the def2-TZVPD basis)
H 0.96 -5.22 4.91
C -0.63 -2.97 6.55
C 0.39 -3.52 -5.68
H -3.17 -1.36 -2.06
C 1.81 3.06 -2.86
H -7.85 -4.01 0.72
H 0.70 5.92 6.00
H 1.69 -0.22 -3.07
H -8.25 -1.02 2.46
C 1.04 2.25 4.34
H 1.89 2.30 3.66
H 8.75 3.97 -1.61
H -0.26 -2.45 5.66
H 0.27 4.87 -3.36
H 4.45 3.09 0.48
H -2.57 -3.60 5.59
C 0.12 5.55 1.00
C 1.75 4.70 -5.82
H 1.16 1.24 4.72
C -7.65 -0.89 1.56
C -4.17 -1.63 2.08
H -1.59 -2.38 -6.81
H 1.08 -8.38 3.02
H 0.94 -6.33 2.61
O 0.84 -8.00 3.87
H -1.76 0.78 -3.68
C 0.30 -2.94 -8.13
H -0.33 6.21 0.27
H -0.25 2.49 6.71
H 2.75 3.68 0.25
H -2.49 -5.56 1.27
H 4.20 -0.20 -1.58
O -2.66 -3.81 7.56
N -8.04 -3.03 0.55
C 0.10 -5.77 4.54
H -0.88 6.17 7.08
H -3.05 -4.41 -1.40
H 1.81 2.34 -2.05
H -0.36 -4.86 -7.31
H -1.11 4.06 -4.03
C 6.59 3.71 -1.39
H 2.64 2.89 -3.55
H 0.20 -1.88 -7.92
H -0.57 -4.96 -0.53
O 4.03 3.76 -1.40
H 1.84 1.62 1.06
H 6.62 3.45 -0.33
H 2.17 6.34 0.89
C -0.02 4.11 -4.08
C 0.78 1.66 0.83
H 7.01 2.87 -3.11
H 2.02 3.72 6.99
H 2.12 0.25 -1.34
H -0.39 -4.94 4.05
H 1.18 4.33 4.84
C -3.10 -0.65 -2.88
C 0.25 4.47 -5.56
H 0.14 -0.30 2.47
H 0.36 2.26 1.65
H 2.67 5.47 2.95
C -0.24 -2.92 2.09
H -0.91 3.77 5.65
H 1.33 -3.29 -8.11
H -1.06 -0.92 -3.43
H -0.73 -6.50 0.11
H 1.42 -3.89 -5.69
C 0.13 5.80 6.92
H 0.28 4.62 0.45
C -1.74 -0.14 -3.09
C 3.80 3.82 0.00
O -3.56 -1.32 -4.10
H -0.07 3.67 -6.23
H 3.90 4.84 0.36
C 5.29 4.40 -1.82
H 2.34 2.36 6.61
H -6.86 -3.32 3.13
C 1.15 3.39 5.39
H -0.48 -1.74 -0.92
C 2.33 -0.39 -2.20
H 0.37 -2.48 -5.34
N 6.92 2.51 -2.17
H -3.24 -6.32 0.01
C -0.62 -1.82 1.09
H 1.19 7.04 2.10
H 0.83 -3.06 1.94
H 4.14 -0.85 -3.26
O 1.84 5.15 2.57
H 3.99 0.91 -2.90
H 1.92 5.05 -6.84
C 0.41 -6.75 3.46
H -3.78 -0.67 -4.77
H -0.53 -6.07 5.38
H -6.88 -0.13 1.74
H -1.40 0.20 -2.12
N 2.33 3.26 6.15
H -0.54 -2.67 3.11
H 7.98 5.24 -0.68
H -2.14 -3.25 -7.96
H -1.42 -6.19 -1.50
H -3.84 0.14 -2.74
H 1.59 -4.18 -3.31
C 0.15 -0.62 1.43
H 5.23 4.66 -2.87
H 7.63 5.01 -2.53
H -0.11 -3.90 6.76
C 1.39 6.09 1.61
H -6.34 -1.97 0.35
H 5.28 5.37 -1.32
O 0.47 2.90 -3.55
H 1.22 -0.82 1.38
H -0.36 6.12 -6.76
O -0.07 0.51 0.58
H -4.12 -2.05 1.08
H -4.44 -0.62 1.75
H 1.98 4.07 -2.49
H -8.31 -0.52 0.77
C -2.14 -3.09 6.45
H -2.54 -3.28 8.35
H -0.63 5.19 1.70
H -0.56 -7.01 3.04
H -5.69 -3.71 1.76
H -1.70 -1.67 0.97
N -0.45 5.71 -5.84
C -1.28 -5.79 -0.50
H -0.71 -3.88 1.88
H 0.07 2.17 3.84
O -3.19 -4.38 -0.45
C 3.75 -0.10 -2.57
H -2.66 -2.13 6.49
O 2.24 -1.71 -1.69
C -0.07 3.49 6.29
C 0.51 -4.11 -3.40
N -1.69 -3.36 -7.06
H 0.75 2.28 -0.07
H 2.23 3.72 -5.78
H -0.83 -3.14 -0.31
C -7.01 -2.22 1.18
O -0.08 -4.37 -4.66
H -0.11 -3.16 -9.12
H -0.03 -4.74 -2.70
N -0.21 -2.36 -0.18
O -5.20 -2.10 2.91
H -8.91 -2.98 1.05
H 1.45 -1.90 -1.16
H 0.83 6.18 7.67
H 6.06 1.99 -2.17
H -0.35 -2.27 7.34
C -2.58 -5.48 0.18
H -3.18 -1.60 2.53
C -0.37 -3.79 -7.09
H 2.20 5.35 -5.07
C -6.20 -2.95 2.35
C 7.86 4.60 -1.55
H 0.17 -3.14 -3.03
O 0.20 4.42 7.31
H -1.43 5.49 -5.80
```

## Properties
Spin multiplicity ... 1
SMILES string ... COC[C@H](C)N.COC[C@H](C)N.COC[C@H](C)N.COC[C@H](C)N.COC[C@H](C)N.COC[C@H](C)N.CCO.CCO.CCO.CCO.CCO.CCO
LUMO energy ... 0.3990 eV


Which structure is most stable? 1), by 90.0 kcal/mol over the runner-up.


1) Molecular formula: C3H9N2O2
Method: DFT, the ωB97M-V functional and the def2-TZVPD basis

```
16
C3H9N2O2 (the ωB97M-V functional and the def2-TZVPD basis)
H 2.59 0.35 -0.46
C 0.45 -0.19 -0.60
O -1.46 -1.14 -1.53
H -1.38 -1.76 -2.22
O -0.21 -1.49 -0.94
H -0.55 2.05 1.73
H 2.10 -1.46 -0.46
H 1.91 -0.38 1.09
H -2.09 0.53 1.41
C 1.84 -0.40 -0.09
N -1.44 -0.12 1.00
H 0.28 0.28 -1.51
H -1.99 -0.79 0.54
N -0.22 1.76 0.85
H 0.61 2.26 0.74
C -0.44 0.51 0.47
```

## Properties
Charge ... +1
Spin multiplicity ... 1
SMILES string ... C[C@@H](OO)C(N)=[NH2+]
LUMO energy ... -3.8386 eV


2) Molecular formula: C3H9N2O2
Method: DFT, the ωB97M-V functional and the def2-TZVPD basis

```
16
C3H9N2O2 (the ωB97M-V functional and the def2-TZVPD basis)
N 0.37 -1.87 0.80
O 1.81 -0.09 0.79
C 0.06 0.54 -1.68
C -1.04 1.24 0.53
H 0.16 -0.30 -2.36
H -1.18 0.76 1.43
N 0.71 -0.73 0.41
C -0.58 0.20 -0.43
H 1.76 0.81 0.49
H -0.53 2.19 0.71
H 1.13 1.15 -1.72
H -1.35 -0.49 -0.59
H -2.14 1.36 0.34
H -0.76 1.17 -2.14
O 0.97 -2.52 1.70
H 0.61 -3.41 1.72
```

## Properties
Charge ... +1
Spin multiplicity ... 1
SMILES string ... CC(C)/[N+](O)=N/O
LUMO energy ... -4.2440 eV


3) Molecular formula: C3H9N2O2
Method: DFT, the ωB97M-V functional and the def2-TZVPD basis

```
16
C3H9N2O2 (the ωB97M-V functional and the def2-TZVPD basis)
H -1.73 1.07 -0.06
H -0.58 -1.07 1.55
H -0.31 -0.34 -1.19
N 0.28 0.93 1.13
H -0.64 2.56 -1.35
C 0.80 0.79 -0.08
C 0.79 -1.82 -0.30
H 0.04 -2.61 -0.42
N 0.09 -0.49 -0.29
H -0.06 1.90 1.49
C -0.71 -0.16 0.94
O -0.65 1.59 -1.27
H 1.52 -1.88 -1.11
H 1.85 1.11 -0.35
H 1.22 -1.86 0.71
O -1.90 0.29 0.60
```

## Properties
Charge ... +1
Spin multiplicity ... 1
LUMO energy (spin up / spin down) ... -4.6167 / -4.6168 eV


Which structure is most stable? 1), by 14.9 kcal/mol over the runner-up.


1) Molecular formula: C3H9N2O2
Method: DFT, the ωB97M-V functional and the def2-TZVPD basis

```
16
C3H9N2O2 (the ωB97M-V functional and the def2-TZVPD basis)
N -1.51 -1.71 0.10
H 1.95 -0.78 -0.57
H -2.33 -1.14 0.00
H 1.82 0.61 -1.46
H -0.36 0.11 -1.53
C -0.23 -1.32 0.07
H -0.85 2.00 -0.47
O 0.50 1.91 0.99
H -1.40 0.92 0.80
H 1.84 0.72 0.21
C 0.07 0.06 -0.53
H 0.45 1.87 1.95
O 0.71 -2.04 0.33
H -1.66 -2.66 0.40
N 1.54 0.16 -0.58
C -0.52 1.28 0.27
```

## Properties
Charge ... +1
Spin multiplicity ... 1
SMILES string ... NC(=O)[C@H]([NH3+])CO
LUMO energy ... -3.3961 eV


2) Molecular formula: C3H9N2O2
Method: DFT, the ωB97M-V functional and the def2-TZVPD basis

```
16
C3H9N2O2 (the ωB97M-V functional and the def2-TZVPD basis)
N 0.14 0.19 -1.17
H 0.05 -0.63 -1.78
H -2.38 -1.08 2.33
H -2.11 -1.90 1.11
O -2.14 -0.96 1.39
N -0.15 1.62 0.29
H 1.43 -3.02 -0.14
C -0.86 0.82 -0.49
H -1.86 0.58 -0.57
H 2.32 0.10 -1.28
C 1.20 1.40 0.27
C 1.43 0.48 -0.78
H -0.51 2.34 0.91
H 0.52 -2.11 0.74
H 1.97 1.93 0.83
O 0.93 -2.19 -0.13
```

## Properties
Charge ... +1
Spin multiplicity ... 1
LUMO energy ... -2.8769 eV


Which structure is most stable? 1), by 6.1 kcal/mol over the runner-up.


1) Molecular formula: C3H6O3
Method: DFT, the ωB97M-V functional and the def2-TZVPD basis

```
12
C3H6O3 (the ωB97M-V functional and the def2-TZVPD basis)
O 0.47 2.04 -2.02
C -0.52 2.24 -1.43
H 0.80 -1.46 -0.82
C 0.41 -0.68 -0.15
O -1.50 2.49 -0.84
H 1.33 -1.51 1.63
H -1.36 0.11 0.04
H -0.35 -2.02 1.36
H 0.00 -0.38 1.96
O -0.86 -0.32 -0.66
H 1.11 0.18 -0.22
C 0.34 -1.18 1.28
```

## Properties
Spin multiplicity ... 1
SMILES string ... O=C=O.CCO
LUMO energy ... 0.6469 eV


2) Molecular formula: C3H6O3
Method: DFT, the ωB97M-V functional and the def2-TZVPD basis

```
12
C3H6O3 (the ωB97M-V functional and the def2-TZVPD basis)
H -1.55 -1.30 1.05
O 0.82 1.67 -0.35
C 0.37 0.72 0.57
O 0.72 -0.83 -1.32
C 0.36 -0.73 0.03
H -1.74 -0.74 -0.65
C -1.15 -0.65 0.27
O -1.04 0.72 0.72
H 0.11 1.79 -0.99
H 0.90 0.90 1.50
H 0.90 -1.47 0.65
H 1.31 -0.08 -1.49
```

## Properties
Spin multiplicity ... 1
SMILES string ... O[C@@H]1CO[C@@H]1O
LUMO energy ... 0.8627 eV


Which structure is most stable? 1), by 42.2 kcal/mol over the runner-up.